No. 1
This record from OMol25 describes a 2-piece molecular cluster, C3H4ClNO2 overall. The level of theory is ωB97M-V/def2-TZVPD.

CARTESIAN COORDINATES (ANGSTROEM)
1 C -2.78 0.81 0.13
2 C 0.54 0.51 1.29
3 C -0.60 -1.30 0.58
4 N -3.28 0.77 1.20
5 O -2.54 0.78 -1.00
6 O -0.42 -0.32 1.38
7 Cl 0.58 -1.93 -0.36
8 H 1.36 0.17 0.68
9 H 0.63 1.32 1.96
10 H -1.23 -2.10 0.93
11 H -3.34 1.21 2.11

## Properties
HOMO (spin up / spin down) ... -7.72 / -7.61 eV
E_tot ... -21279.2767 eV
Lowest unoccupied orbital energy (spin up / spin down) ... 0.0216 / 0.0212 Eh

For each atom in turn, the Löwdin charge in e is: -0.475 -0.055 -0.739 0.213 0.160 -0.140 0.763 0.028 0.066 0.074 0.106

***

No. 2
This record from OMol25 describes a 2-piece molecular cluster, C3H4ClNO2 overall. The level of theory is ωB97M-V/def2-TZVPD.

CARTESIAN COORDINATES (ANGSTROEM)
1 C -0.44 -3.34 -0.68
2 C 0.37 -0.87 -1.01
3 C 1.23 0.72 0.50
4 N -1.48 -3.68 -1.21
5 O 0.07 -0.25 -1.99
6 O 1.00 -0.68 0.09
7 Cl 0.43 -3.98 0.61
8 H 1.75 1.16 -0.27
9 H 1.82 0.58 1.30
10 H 0.33 1.41 0.48
11 H -2.03 -4.64 -1.05

## Properties
HOMO (spin up / spin down) ... -8.16 / -8.24 eV
E_tot ... -21278.6747 eV
Lowest unoccupied orbital energy (spin up / spin down) ... -0.0127 / 0.0011 Eh

For each atom in turn, the Löwdin charge in e is: -0.761 -0.341 0.022 0.002 0.126 -0.039 0.611 0.064 0.061 0.131 0.124

***

Looking at max |F| for the records above, in order, we have 0.06102; 0.07188 Eh/bohr.
Looking at energy above the lowest of the compared OMol25 structures with the same formula, charge and spin for the records above, in order, we have 97.9; 111.8 kcal per mole.